Computed, not measured: a structure of composition C4H11O3Sr at a distorted geometry, with the ωB97M-V functional and the def2-TZVPD basis.

```
19
Properties=species:S:1:pos:R:3:mulliken_charge:R:1
C -5.0905 1.8680 -1.3734 -0.734
H -5.8277 1.4437 -0.6741 0.331
H -4.3761 2.1246 -0.5686 0.290
H -5.4140 2.8404 -1.7838 0.294
O -6.2049 0.3508 -2.6983 -1.219
Sr -7.8871 -0.2305 -4.0783 -0.080
H -5.0653 0.3831 -3.0551 0.447
O -3.8657 1.2447 -2.5283 -0.472
C -4.5211 2.6859 -6.5140 -0.815
O -3.9473 2.0667 -5.3924 -0.213
C -3.7350 2.9457 -4.3172 -0.326
C -3.0726 2.2087 -3.1718 -0.644
H -4.8120 1.8950 -7.2165 0.262
H -5.4384 3.2488 -6.2669 0.301
H -3.8123 3.4091 -6.9543 0.271
H -4.7090 3.3638 -3.9986 0.244
H -3.0773 3.7842 -4.6154 0.389
H -2.7253 2.9620 -2.4416 0.367
H -2.1834 1.6819 -3.5471 0.306
```

Strongest force on any atom ... 5.1 eV/A
Energy above the lowest of the compared OMol25 structures with the same formula, charge and spin ... 0.00 kcal/mol
Total energy ... -11299.48348 eV
Orbital gap ... 3.89 eV
Net charge ... -1